# 1
This record from OMol25 describes a cluster of 2 separate species, C7H15Br2F3O4PS2 in total. The level of theory is ωB97M-V/def2-TZVPD.

Net charge: +1
Strongest force on any atom in eV Å⁻¹: 7.972
LUMO energy in eV: -5.37
HOMO-LUMO gap in eV: 7.33

The geometry in XYZ format:
```
34
Properties=species:S:1:pos:R:3:nbo_charge:R:1
O 3.052 2.178 -1.389 -0.98
P 2.177 0.842 -1.171 2.14
O 3.341 -0.483 -1.382 -0.89
O 1.677 0.772 0.496 -0.96
C 0.764 0.734 -2.450 -0.96
S -0.455 2.155 -2.415 0.70
S -1.025 2.426 -4.469 -0.05
C -2.062 1.718 -1.560 -0.58
C -1.928 0.638 -0.333 -0.11
O -2.165 -0.705 -0.916 -0.54
C -1.177 -1.668 -0.384 -0.15
C -1.261 -3.051 -1.274 0.97
F -2.460 -2.958 -2.170 -0.32
F -0.040 -3.106 -2.128 -0.35
F -1.400 -4.251 -0.406 -0.31
H 2.831 -1.344 -1.527 0.49
H 1.481 -0.185 0.787 0.51
H 1.280 0.764 -3.526 0.34
H 0.160 -0.287 -2.434 0.30
H -2.333 3.008 -4.507 0.23
H -2.560 2.710 -1.186 0.29
H -2.814 1.234 -2.350 0.29
H -0.921 0.737 0.254 0.23
H -2.789 0.868 0.461 0.25
H -1.423 -1.947 0.750 0.25
H -0.078 -1.214 -0.475 0.17
Br 1.055 -1.445 2.811 -0.03
C 1.662 0.121 3.804 -0.43
C 1.147 0.100 5.224 -0.46
Br -0.733 0.614 5.302 0.00
H 1.342 1.001 3.239 0.24
H 2.754 0.061 3.788 0.24
H 1.670 0.842 5.835 0.25
H 1.230 -0.880 5.702 0.24
```


# 2
This record from OMol25 describes an isolated molecule of C8H12. The level of theory is ωB97M-V/def2-TZVPD.

Relative energy (zero: lowest compared OMol25 entry of this formula, charge and spin) in kcal/mol: 56.3
Strongest force on any atom in eV Å⁻¹: 6.927
Structure (SMILES): C=C1[C@H]2CC[C@@H]1CC2
LUMO energy in eV: 1.05
HOMO-LUMO gap in eV: 9.85

The geometry in XYZ format:
```
20
Properties=species:S:1:pos:R:3:nbo_charge:R:1
C -2.275 -0.291 -0.396 -0.46
C -0.881 -0.249 -0.215 0.09
C -0.183 -0.492 1.026 -0.34
C 0.859 -1.369 0.471 -0.39
C 1.245 -0.691 -0.915 -0.42
C 0.297 0.476 -1.143 -0.26
C 0.469 1.667 -0.161 -0.41
C 0.304 0.938 1.240 -0.40
H -3.132 -0.524 0.420 0.20
H -2.731 -0.132 -1.334 0.19
H -0.736 -1.160 1.713 0.24
H 0.557 -2.420 0.354 0.22
H 1.669 -1.209 1.095 0.20
H 1.229 -1.512 -1.689 0.22
H 2.337 -0.352 -1.043 0.20
H 0.133 0.641 -2.134 0.22
H 1.466 2.280 -0.248 0.22
H -0.522 2.387 -0.309 0.23
H -0.536 1.364 1.981 0.23
H 1.249 0.709 1.751 0.21
```


# 3
This record from OMol25 describes a structure of composition C8H15N3. The level of theory is ωB97M-V/def2-TZVPD.

Relative energy (zero: lowest compared OMol25 entry of this formula, charge and spin) in kcal/mol: 236.1
Strongest force on any atom in eV Å⁻¹: 18.806
LUMO energy in eV: 0.64
HOMO-LUMO gap in eV: 9.77

The geometry in XYZ format:
```
26
Properties=species:S:1:pos:R:3:nbo_charge:R:1
N 2.729 -2.236 -1.244 -0.77
H 3.634 -1.835 -1.463 0.36
H 2.037 -1.853 -2.126 0.32
C 2.237 -1.624 -0.110 -0.31
C 0.960 -2.063 0.064 -0.29
C -0.149 -1.689 -0.698 -0.46
H -1.021 -2.247 -0.364 0.22
C -0.525 -0.178 -0.775 -0.36
H 0.412 0.342 -0.945 0.19
C -1.079 0.307 0.709 -0.45
C -1.577 1.534 0.699 0.10
C -2.641 2.248 0.339 -0.08
N -2.286 3.848 0.457 -0.44
C -1.243 3.828 0.860 0.27
N -0.502 2.707 0.810 -0.66
H 0.528 2.463 1.262 0.41
H -0.557 4.918 1.033 0.15
H -3.512 1.940 0.325 0.17
H -2.147 -0.293 0.857 0.22
H -0.391 -0.029 1.605 0.25
H -1.200 0.087 -1.527 0.22
H 0.005 -2.109 -1.655 0.21
H 0.774 -3.380 0.144 0.21
H 0.579 -2.091 1.378 0.17
H 2.756 -2.065 0.453 0.20
H 2.178 -0.531 -0.086 0.16
```


# 4
This record from OMol25 describes the ion CH3N2O2 with charge +1. The level of theory is ωB97M-V/def2-TZVPD.

Relative energy (zero: lowest compared OMol25 entry of this formula, charge and spin) in kcal/mol: 45.2
Net charge: +1
Strongest force on any atom in eV Å⁻¹: 6.849
LUMO energy (spin up / spin down) in eV: -5.16 / -9.92
HOMO-LUMO gap (spin up / spin down) in eV: 9.41 / 7.12
<S²>: 2.010
Multiplicity: 3

The geometry in XYZ format:
```
8
Properties=species:S:1:pos:R:3:lowdin_spin:R:1
C 0.610 -0.395 -1.214 0.06
N -0.155 0.225 1.280 0.31
N -0.408 -0.063 -0.016 0.55
O 1.462 0.331 -1.422 0.15
O -1.543 -0.082 -0.328 0.90
H 0.283 -1.167 -1.823 0.01
H 0.728 0.588 1.680 0.01
H -0.978 0.564 1.842 0.01
```


# 5
This record from OMol25 describes a structure of composition C31H47NO3P2PtS. The level of theory is ωB97M-V/def2-TZVPD.

Relative energy (zero: lowest compared OMol25 entry of this formula, charge and spin) in kcal/mol: 0.0
Net charge: +2
Strongest force on any atom in eV Å⁻¹: 2.758
LUMO energy (spin up / spin down) in eV: -6.01 / -8.47
HOMO-LUMO gap (spin up / spin down) in eV: 7.65 / 5.23
<S²>: 6.018
Multiplicity: 5

The geometry in XYZ format:
```
86
Properties=species:S:1:pos:R:3:lowdin_spin:R:1
Pt -0.057 -1.627 -3.170 0.36
C 0.082 -2.499 2.278 0.32
C 1.376 -2.784 1.760 0.31
C 1.615 -1.341 3.541 0.32
C 0.236 -1.616 3.378 0.34
C 2.325 -2.056 2.532 0.32
C -1.232 -3.005 1.824 0.05
H -1.135 -3.683 0.972 0.00
H -1.908 -2.169 1.561 0.02
H -1.721 -3.559 2.640 0.02
C -0.831 -1.161 4.299 0.05
H -1.812 -1.239 3.818 0.00
H -0.665 -0.115 4.583 0.01
H -0.848 -1.762 5.223 0.02
C 2.180 -0.463 4.585 0.05
H 1.945 -0.858 5.586 0.02
H 1.737 0.542 4.507 0.02
H 3.267 -0.380 4.486 0.00
C 3.800 -2.064 2.373 0.04
H 4.287 -2.755 3.079 0.02
H 4.212 -1.064 2.565 0.01
H 4.087 -2.376 1.362 0.00
C 1.741 -3.711 0.664 0.04
H 2.034 -4.700 1.053 0.02
H 2.607 -3.333 0.102 0.01
H 0.909 -3.858 -0.035 0.00
C -1.410 0.321 -4.017 0.00
C -1.476 -1.131 -4.495 0.04
C -0.995 -1.533 -5.894 0.01
C 0.531 -1.744 -6.025 0.00
C 1.287 -1.597 -4.717 0.02
C 1.370 -0.326 -4.011 0.06
C 0.949 0.981 -4.673 0.01
C -0.545 1.197 -4.913 0.00
H -1.372 -0.850 -6.658 0.00
H 0.965 -1.132 -6.825 0.00
H -1.466 -2.518 -6.085 0.00
H -0.777 1.005 -5.969 0.00
H -2.437 0.710 -3.966 0.00
H -2.450 -1.580 -4.252 0.01
H -0.811 2.255 -4.741 0.00
H 1.343 1.803 -4.061 0.00
H 2.213 -0.201 -3.313 0.00
H 1.461 1.043 -5.647 0.00
H 0.694 -2.777 -6.363 0.00
H 2.138 -2.283 -4.573 0.01
P -0.958 0.627 -2.079 0.16
P 1.756 1.384 0.387 0.49
C -0.218 2.297 -1.634 0.06
C 1.213 2.450 -1.074 0.06
H -0.934 2.683 -0.889 0.00
H -0.310 2.900 -2.552 0.00
H 1.959 2.306 -1.878 0.01
H 1.306 3.482 -0.686 0.00
C 2.941 2.403 1.380 0.07
H 3.057 1.894 2.352 0.00
H 2.533 3.400 1.586 0.00
H 3.926 2.481 0.903 0.01
C 2.945 0.266 -0.454 0.08
H 3.594 0.834 -1.131 0.02
H 2.372 -0.485 -1.019 0.00
H 3.568 -0.250 0.293 0.00
C -2.661 0.871 -1.482 0.02
H -2.738 0.406 -0.485 0.00
H -3.381 0.394 -2.157 0.00
H -2.874 1.951 -1.398 0.00
C -0.789 -2.930 -1.832 0.17
H -0.641 -2.512 -0.820 0.00
H -0.177 -3.839 -2.000 0.02
H -1.856 -3.095 -2.044 0.02
O -2.887 -0.016 1.500 0.00
C -2.296 0.982 1.987 0.02
N -1.022 1.355 1.651 0.20
S -0.439 2.602 2.511 0.00
O 0.542 2.200 3.501 0.01
O -0.095 3.741 1.683 0.01
C -1.964 2.896 3.339 0.01
C -2.252 3.927 4.227 0.00
C -3.524 3.940 4.814 0.00
C -4.472 2.962 4.467 0.00
C -4.168 1.965 3.536 0.00
C -2.883 1.930 2.976 0.01
H -1.494 4.679 4.443 0.00
H -3.775 4.719 5.535 0.00
H -5.458 2.989 4.941 0.00
H -4.891 1.206 3.235 0.00
```